# 1
Computed, not measured: a 4-piece molecular cluster, C5H18O3 overall, with ωB97M-V/def2-TZVPD.

```
26
C5H18O3 ωB97M-V/def2-TZVPD
O 1.833 -3.467 0.743
O -3.505 2.834 5.304
O 4.339 -3.198 -3.148
C 0.114 -0.348 0.740
C -0.078 1.761 -0.717
C -1.544 1.779 -0.849
C -2.148 1.307 -2.240
C 0.518 0.373 -0.645
H -0.096 0.397 1.531
H -2.081 1.151 -0.059
H -3.243 1.334 -2.248
H 0.290 -0.285 -1.497
H 0.331 2.318 -1.572
H 0.426 2.300 0.097
H -1.781 0.296 -2.210
H 1.194 -2.979 1.279
H 1.095 -0.794 0.944
H -1.838 1.792 -3.178
H -0.663 -1.082 0.656
H 4.627 -2.516 -2.535
H 1.591 0.178 -0.700
H 1.753 -4.370 1.062
H -1.976 2.780 -0.680
H 4.011 -3.930 -2.620
H -2.543 2.746 5.210
H -3.701 1.956 5.652
```

The HOMO-LUMO gap comes out at 11.28 eV. As for the spin multiplicity: 1. For the calculated total energy, the calculation gives -426.96720 a.u. For the LUMO energy, the calculation gives 0.54 eV. The molar mass comes out at 126.2 g mol⁻¹. The calculation puts the strongest force on any atom at 3.61 eV/A.



# 2
Computed, not measured: a 5-piece molecular cluster, C5H19NO4 overall, with ωB97M-V/def2-TZVPD.

```
29
C5H19NO4 ωB97M-V/def2-TZVPD
O 0.380 1.693 2.911
O 1.567 -2.581 -0.813
O 1.951 -0.800 3.224
O 3.867 -1.066 1.286
N -0.380 2.466 0.156
C -1.692 -0.488 -1.902
C -0.526 1.310 -0.687
C -2.540 0.388 0.359
C -1.543 0.439 -0.761
C -1.120 -0.104 -3.253
H -0.036 -0.216 -3.263
H 3.527 -0.249 0.901
H -1.434 -1.529 -1.621
H 2.801 -1.124 2.895
H 0.833 2.500 3.125
H 0.591 2.414 0.461
H -1.398 -0.567 -4.197
H 0.920 -1.991 -1.224
H 0.860 0.889 3.151
H -1.334 0.964 -3.300
H 1.446 -1.597 3.415
H 1.628 -3.264 -1.500
H -2.834 -0.601 0.734
H -2.303 0.984 1.275
H -3.429 0.983 0.079
H -2.771 -0.665 -1.898
H -0.790 2.339 1.083
H 3.460 -1.756 0.758
H 0.296 1.228 -1.394
```

The HOMO-LUMO gap comes out at 8.20 eV. As for the spin multiplicity: 1. For the calculated total energy, the calculation gives -557.57963 a.u. For the LUMO energy, the calculation gives 0.36 eV. The molar mass comes out at 157.2 g mol⁻¹. The calculation puts the strongest force on any atom at 2.81 eV/A.



# 3
Computed, not measured: a 4-piece molecular cluster, C5H19NO4S overall, with ωB97M-V/def2-TZVPD.

```
30
C5H19NO4S ωB97M-V/def2-TZVPD
S 1.658 0.678 -2.687
O 1.272 -0.584 2.361
O -2.619 0.865 -1.860
O 1.908 -3.403 -1.162
O -0.499 -1.801 -1.908
N -0.743 -0.456 1.223
C 0.706 1.459 -0.021
C -0.992 1.998 1.667
C -0.135 -0.787 2.495
C 1.609 0.411 -0.753
C -0.608 0.896 0.706
H 2.347 -2.659 -0.744
H -0.476 2.939 1.335
H 0.430 0.309 -2.799
H 1.231 2.187 0.612
H -3.175 0.501 -1.164
H 0.374 2.104 -0.865
H -0.443 -1.880 2.563
H 1.301 -0.604 -0.637
H 1.292 -3.765 -0.520
H -3.167 1.598 -2.156
H 2.617 0.783 -0.555
H -1.426 0.879 -0.053
H 0.357 -2.130 -2.260
H -2.071 1.905 1.773
H -0.346 -1.075 0.454
H 1.574 -0.864 1.494
H -0.397 -0.215 3.414
H -0.874 -1.279 -2.668
H -0.707 1.989 2.716
```

The HOMO-LUMO gap comes out at 9.25 eV. As for the spin multiplicity: 1. For the calculated total energy, the calculation gives -955.72368 a.u. For the LUMO energy, the calculation gives 0.40 eV. The molar mass comes out at 189.3 g mol⁻¹. The calculation puts the strongest force on any atom at 3.38 eV/A.